{
  "formula": "C6H10",
  "method": "wB97M-V/def2-TZVPD",
  "e_tot_ha": -234.5904,
  "lumo_energy_ev": 1.19,
  "smiles": "C[C@@H]1C=CCC1",
  "de_lowest_ev": 0.3305,
  "charge": 0,
  "homo_ha": -0.334,
  "symbols": ["C", "C", "C", "C", "C", "C", "H", "H", "H", "H", "H", "H", "H", "H", "H", "H"],
  "coordinates": [[1.5006, -0.3412, 0.6253], [0.7197, 0.0870, -0.6227], [-0.4310, -0.8930, -0.9018], [-1.4442, -0.5004, 0.1811], [-1.2270, 0.9885, 0.3154], [-0.0288, 1.3210, -0.1593], [2.2025, 0.4488, 0.9081], [2.0383, -1.2848, 0.5276], [0.7744, -0.4748, 1.4379], [1.3671, 0.2534, -1.4948], [-0.8357, -0.7276, -1.9075], [-0.1352, -1.9440, -0.8266], [-1.1287, -0.9706, 1.1267], [-2.4686, -0.8240, -0.0032], [-1.9073, 1.6364, 0.8582], [0.4714, 2.2736, -0.0204]],
  "forces_ev_per_angstrom": [[0.177, -0.114, 0.083], [0.007, 0.013, 0.062], [0.002, -0.075, 0.016], [-0.122, -0.140, 0.073], [0.053, 0.011, -0.014], [-0.191, 0.064, 0.063], [-0.010, -0.187, 0.091], [0.118, 0.025, -0.221], [0.395, 0.122, -0.049], [-0.084, -0.064, 0.276], [-0.017, 0.050, 0.196], [0.067, 0.123, -0.025], [-0.314, 0.023, -0.118], [0.005, 0.107, -0.119], [0.093, 0.005, -0.125], [-0.179, 0.038, -0.187]],
  "nbo_charge": [-0.601, -0.261, -0.387, -0.446, -0.197, -0.186, 0.208, 0.206, 0.203, 0.209, 0.207, 0.205, 0.202, 0.215, 0.210, 0.210]
}

***

{
  "formula": "C14H24ClF3O5P",
  "method": "wB97M-V/def2-TZVPD",
  "e_tot_ha": -2025.1875,
  "lumo_energy_ev": 2.85,
  "charge": -1,
  "homo_ha": -0.164,
  "symbols": ["C", "C", "P", "C", "O", "C", "O", "C", "C", "C", "Cl", "C", "C", "C", "F", "F", "F", "O", "H", "H", "H", "H", "H", "H", "H", "H", "H", "H", "H", "H", "H", "H", "H", "H", "H", "H", "O", "C", "O", "C", "C", "C", "H", "H", "H", "H", "H", "H"],
  "coordinates": [[4.2429, 1.3214, 0.8625], [3.2770, 0.5024, 0.4374], [1.6684, 0.2657, 1.4169], [2.0517, -1.5731, 1.7847], [1.2387, -2.5560, 1.1195], [-0.0190, -2.7449, 1.7072], [0.7718, -0.0906, -0.0099], [-0.1662, 0.8897, -0.3443], [0.0692, 2.1931, 0.4688], [-1.0049, 2.4263, 1.5672], [-0.4363, 3.5901, 2.8184], [-2.4697, 2.7621, 1.1981], [-2.7473, 3.5326, -0.0876], [0.4822, 3.3497, -0.4771], [1.7149, 3.1689, -0.9361], [-0.2876, 3.4353, -1.5953], [0.4496, 4.5554, 0.1046], [1.2543, 1.9557, 1.1932], [5.0392, 1.6686, 0.2047], [4.2774, 1.6731, 1.8938], [3.4630, -0.0518, -0.4858], [2.4047, 0.6271, 2.6158], [0.4843, 0.1267, 2.2736], [1.9437, -1.7127, 2.8724], [3.0852, -1.8188, 1.5191], [0.0204, -2.6649, 2.8023], [-0.3645, -3.7555, 1.4549], [-0.7603, -2.0243, 1.3358], [-1.1949, 0.5249, -0.2061], [0.0168, 1.0852, -1.4085], [-1.0163, 1.4669, 2.0835], [-2.8733, 3.3573, 2.0215], [-3.0526, 1.8332, 1.2103], [-2.5455, 2.9474, -0.9835], [-2.1339, 4.4344, -0.1301], [-3.7900, 3.8648, -0.1069], [-3.6746, -3.6386, -2.3140], [-2.5163, -3.3427, -2.4051], [-2.0646, -2.0938, -2.1796], [-0.6516, -2.0089, -2.4673], [-0.1389, -3.4368, -2.3539], [-1.3576, -4.2423, -2.8003], [-0.5329, -1.6008, -3.4747], [-0.1737, -1.3438, -1.7541], [0.7584, -3.6142, -2.9431], [0.0943, -3.6554, -1.3110], [-1.3896, -4.3809, -3.8830], [-1.4460, -5.2074, -2.3088]],
  "forces_ev_per_angstrom": [[-0.043, -0.360, -0.144], [0.241, 0.246, 0.180], [1.056, -0.809, 1.337], [-0.254, 0.027, -0.314], [0.224, -0.243, 0.266], [-0.193, 0.015, -0.171], [-0.389, 0.250, 0.156], [0.035, -0.219, -0.746], [1.708, -0.320, 1.172], [-0.743, 0.044, -0.605], [0.034, 0.121, -0.049], [-0.206, 0.018, 0.121], [0.101, 0.211, 0.080], [-0.336, -0.155, -0.079], [0.318, -0.102, -0.082], [-0.280, 0.092, -0.005], [-0.115, 0.160, 0.085], [-0.383, 0.225, -0.368], [0.253, -0.427, 0.191], [-0.405, 0.433, -0.238], [-0.412, 0.444, -0.291], [-0.071, 0.044, -0.102], [-0.196, -0.048, -0.280], [-0.018, 0.094, -0.023], [-0.056, 0.033, -0.062], [0.040, 0.036, -0.054], [0.040, 0.088, -0.030], [0.073, 0.011, 0.079], [0.034, 0.057, -0.057], [-0.519, 0.206, 0.045], [0.161, 0.133, 0.030], [0.077, -0.153, 0.017], [0.145, 0.018, -0.155], [-0.051, -0.002, 0.024], [-0.009, -0.029, -0.047], [0.053, -0.166, -0.028], [-0.018, 0.014, 0.047], [-0.034, -0.067, -0.134], [0.025, 0.013, 0.000], [0.288, 0.063, 0.038], [-0.112, -0.147, 0.013], [0.239, 0.143, 0.240], [-0.058, -0.041, -0.026], [-0.118, 0.041, 0.118], [-0.015, 0.043, -0.039], [0.051, 0.062, 0.005], [-0.049, -0.045, -0.004], [-0.114, -0.053, -0.109]],
  "nbo_charge": [-0.445, -0.465, 1.358, -0.364, -0.570, -0.241, -0.823, -0.094, 0.178, -0.201, -0.075, -0.428, -0.614, 0.959, -0.311, -0.355, -0.328, -0.800, 0.169, 0.184, 0.181, -0.165, -0.210, 0.153, 0.176, 0.161, 0.160, 0.170, 0.168, 0.184, 0.247, 0.219, 0.203, 0.210, 0.213, 0.201, -0.586, 0.793, -0.489, -0.074, -0.436, -0.528, 0.164, 0.241, 0.216, 0.231, 0.225, 0.235]
}